A 3-piece molecular cluster, C22H25F5N3O7 overall, computed with ωB97M-V/def2-TZVPD.

```
62
C22H25F5N3O7 (ωB97M-V/def2-TZVPD)
O -0.592 -0.273 0.918
C -0.188 0.932 0.810
C -1.123 1.940 -0.005
C -2.139 1.194 -1.026
N -3.558 1.171 -0.543
C -4.255 0.030 0.067
C -5.727 0.327 0.421
N -5.825 1.728 -0.031
C -4.575 2.209 -0.592
C -4.421 3.686 -1.202
F -5.080 3.726 -2.485
F -3.073 4.055 -1.454
C -5.073 4.845 -0.284
F -4.109 5.883 -0.154
F -6.240 5.344 -0.935
F -5.379 4.420 1.038
N 1.072 1.273 1.489
C 1.962 2.105 0.657
C 3.078 1.451 -0.242
C 4.074 2.331 -1.105
C 4.029 3.907 -1.116
C 2.891 4.551 -0.227
C 1.916 3.680 0.618
H -1.804 2.488 0.757
H -0.557 2.754 -0.585
H -1.829 0.114 -1.263
H -2.159 1.749 -2.040
H -3.769 -0.997 0.239
H -6.531 -0.320 0.897
H -6.681 2.310 0.019
H 0.927 1.659 2.435
H 3.226 0.320 -0.297
H 4.912 1.867 -1.736
H 4.773 4.542 -1.716
H 2.877 5.704 -0.239
H 1.149 4.240 1.255
C -0.530 -2.510 4.435
C 0.136 -3.017 3.174
C -0.522 -4.232 2.589
O 0.556 -4.861 1.906
C 1.696 -4.497 2.562
O 2.769 -4.995 2.382
O 1.450 -3.492 3.450
H -1.530 -2.124 4.225
H -0.610 -3.303 5.184
H 0.068 -1.714 4.887
H 0.217 -2.208 2.439
H -1.326 -3.980 1.895
H -0.905 -4.927 3.343
C 2.881 -4.625 -3.129
C 3.733 -3.375 -3.121
C 4.279 -3.023 -1.768
O 4.435 -1.611 -1.863
C 3.511 -1.177 -2.766
O 3.228 -0.026 -2.946
O 2.951 -2.224 -3.435
H 3.480 -5.512 -2.910
H 2.075 -4.557 -2.394
H 2.405 -4.754 -4.104
H 4.530 -3.456 -3.869
H 5.235 -3.507 -1.562
H 3.587 -3.239 -0.947
```

Computed properties:
* HOMO level: -10.72 eV
* 2S+1: 1
* net charge: +1

C22H25FN2O5S in the gas phase, computed with ωB97M-V/def2-TZVPD.

```
56
C22H25FN2O5S (ωB97M-V/def2-TZVPD)
O -0.967 2.849 -2.101
C -1.173 2.152 -1.129
N -2.262 1.373 -0.986
H -2.405 0.814 -0.160
C -3.328 1.360 -1.959
H -3.361 0.381 -2.450
H -3.087 2.123 -2.702
C -4.683 1.651 -1.300
C -5.060 0.541 -0.359
C -5.627 -0.629 -0.850
C -5.932 -1.677 0.000
C -5.668 -1.570 1.355
C -5.104 -0.409 1.854
C -4.802 0.640 1.002
H -4.368 1.545 1.401
H -4.898 -0.317 2.911
H -5.906 -2.387 2.020
H -6.376 -2.579 -0.395
H -5.836 -0.716 -1.908
H -4.620 2.599 -0.762
H -5.433 1.747 -2.086
C -0.164 2.070 -0.015
C -0.466 1.908 1.334
C 0.509 1.882 2.318
C 1.838 1.991 1.948
C 2.159 2.150 0.613
C 1.180 2.217 -0.355
H 1.444 2.403 -1.385
S 3.896 2.216 0.136
O 4.646 2.573 1.304
O 4.011 3.008 -1.048
N 4.339 0.670 -0.265
C 4.501 -0.293 0.792
C 3.235 -1.121 1.020
H 2.414 -0.495 1.374
H 3.430 -1.893 1.766
C 2.792 -1.779 -0.303
C 2.624 -0.712 -1.388
C 3.899 0.124 -1.522
H 3.749 0.965 -2.199
H 4.699 -0.514 -1.912
H 1.769 -0.094 -1.115
H 2.408 -1.211 -2.332
O 3.718 -2.752 -0.731
C 3.340 -3.987 -0.165
H 3.949 -4.212 0.719
C 1.853 -3.803 0.206
H 1.190 -4.447 -0.375
O 1.564 -2.463 -0.133
H 1.679 -3.975 1.275
H 3.498 -4.762 -0.917
H 4.782 0.262 1.687
H 5.321 -0.965 0.514
H 2.631 1.979 2.679
H 0.215 1.777 3.350
F -1.752 1.794 1.730
```

Computed properties:
* HOMO level: -9.38 eV
* SMILES: O=C(NCCc1ccccc1)c1cc(S(=O)(=O)N2CCC3(CC2)OCCO3)ccc1F
* 2S+1: 1
* energy above the lowest of the compared OMol25 structures with the same formula, charge and spin: 85.8 kJ/mol

C22H25GeIN3Se3TeV as an isolated structure, computed with ωB97M-V/def2-TZVPD.

```
57
C22H25GeIN3Se3TeV (ωB97M-V/def2-TZVPD)
V 0.606 2.472 0.002
Se 2.830 1.225 0.929
Se 4.723 2.299 0.007
Te 3.883 2.708 -2.306
Se 1.740 3.905 -1.837
I 0.081 3.909 2.321
C -1.819 4.457 1.618
C -2.638 5.145 2.463
C -3.915 5.537 2.008
C -4.307 5.228 0.739
C -3.456 4.512 -0.140
C -3.874 4.195 -1.454
C -3.037 3.510 -2.285
C -1.756 3.114 -1.840
C -1.277 3.368 -0.571
C -2.163 4.096 0.288
H -2.321 5.387 3.468
H -4.574 6.079 2.674
H -5.286 5.524 0.380
H -4.860 4.507 -1.779
H -3.351 3.268 -3.294
H -1.122 2.589 -2.550
N -0.411 0.752 0.733
C -1.061 -0.148 1.065
C -1.834 -1.236 1.459
C -2.640 -1.151 2.619
N -3.294 -1.081 3.567
C -1.771 -2.431 0.711
N -1.710 -3.400 0.083
C 3.186 -4.981 2.967
C 2.179 -3.971 2.432
C 2.795 -3.004 1.427
C 1.760 -2.049 0.836
Ge 2.533 -0.756 -0.409
C 1.405 -0.308 -1.952
C 0.475 -1.450 -2.363
C 1.216 -2.732 -2.735
C 0.263 -3.863 -3.099
H 2.734 -5.648 3.703
H 4.030 -4.479 3.445
H 3.585 -5.600 2.159
H 1.750 -3.399 3.259
H 1.342 -4.490 1.956
H 3.270 -3.577 0.622
H 3.600 -2.439 1.911
H 1.253 -1.499 1.633
H 0.985 -2.614 0.312
H 3.934 -1.207 -0.862
H 2.078 -0.030 -2.765
H 0.815 0.586 -1.734
H -0.130 -1.132 -3.218
H -0.233 -1.672 -1.560
H 1.847 -3.052 -1.896
H 1.902 -2.527 -3.564
H -0.398 -4.092 -2.262
H 0.803 -4.773 -3.371
H -0.362 -3.580 -3.949
```

Computed properties:
* HOMO level (spin up / spin down): -4.65 / -4.93 eV
* 2S+1: 4
* net charge: -1
* energy above the lowest of the compared OMol25 structures with the same formula, charge and spin: 9.2 kJ/mol

C22H25N3O2 in the gas phase, computed with ωB97M-V/def2-TZVPD.

```
52
C22H25N3O2 (ωB97M-V/def2-TZVPD)
C 7.783 1.110 0.812
C 8.002 1.679 -0.585
C 6.866 2.592 -1.048
C 5.553 1.859 -1.312
O 4.914 1.602 -0.076
C 3.733 0.947 -0.062
C 3.048 0.495 -1.189
C 1.845 -0.167 -1.051
C 1.281 -0.404 0.204
C 1.980 0.056 1.328
C 3.178 0.716 1.202
H 3.716 1.071 2.067
H 1.567 -0.114 2.311
C 0.029 -1.098 0.393
C -0.784 -1.602 -0.547
C -2.019 -2.291 -0.162
O -2.370 -2.455 1.002
N -2.764 -2.750 -1.198
H -2.484 -2.537 -2.142
C -3.982 -3.506 -1.021
H -3.934 -4.400 -1.651
H -4.012 -3.822 0.025
C -5.242 -2.716 -1.381
C -5.506 -1.526 -0.517
N -6.374 -0.607 -0.833
C -6.365 0.288 0.208
C -7.090 1.457 0.406
C -6.857 2.163 1.567
C -5.928 1.733 2.517
C -5.199 0.575 2.342
C -5.429 -0.142 1.180
N -4.910 -1.312 0.692
H -4.134 -1.831 1.093
H -4.479 0.239 3.074
H -5.780 2.323 3.410
H -7.406 3.076 1.752
H -7.807 1.789 -0.327
H -5.192 -2.372 -2.417
H -6.103 -3.387 -1.310
H -0.571 -1.528 -1.603
H -0.287 -1.229 1.421
H 1.337 -0.505 -1.941
H 3.446 0.656 -2.179
H 4.901 2.485 -1.937
H 5.746 0.916 -1.842
H 7.164 3.087 -1.974
H 6.682 3.359 -0.294
H 8.930 2.256 -0.593
H 8.118 0.860 -1.299
H 8.628 0.491 1.104
H 7.679 1.916 1.535
H 6.882 0.505 0.846
```

Computed properties:
* HOMO level: -8.03 eV
* SMILES: CCCCOc1ccc(/C=C/C(=O)NCCc2nc3ccccc3[nH]2)cc1
* 2S+1: 1
* energy above the lowest of the compared OMol25 structures with the same formula, charge and spin: 106.2 kJ/mol

C22H25N3O2 in the gas phase, computed with ωB97M-V/def2-TZVPD.

```
52
C22H25N3O2 (ωB97M-V/def2-TZVPD)
C -2.872 2.627 -4.448
H -2.450 3.580 -4.756
H -3.501 2.252 -5.252
H -2.066 1.920 -4.275
C -3.697 2.772 -3.171
N -2.913 3.186 -2.027
C -2.227 2.230 -1.344
N -2.356 0.988 -1.777
C -1.737 -0.007 -1.123
C -1.899 -1.324 -1.603
C -1.270 -2.371 -0.992
C -0.458 -2.158 0.137
C -0.322 -0.890 0.654
C -0.931 0.206 0.027
C -0.785 1.550 0.479
C -1.428 2.540 -0.205
H -1.326 3.560 0.129
C 0.071 1.862 1.666
H 1.092 1.522 1.496
H 0.085 2.932 1.859
H -0.307 1.354 2.553
H 0.250 -0.738 1.554
N 0.180 -3.267 0.718
C 1.416 -3.345 1.271
O 1.815 -4.384 1.763
C 2.267 -2.118 1.155
C 2.669 -1.700 -0.108
C 3.474 -0.586 -0.260
C 3.881 0.127 0.856
C 3.491 -0.282 2.118
C 2.689 -1.406 2.280
O 2.241 -1.726 3.543
C 2.957 -2.769 4.184
H 4.008 -2.490 4.321
H 2.484 -2.900 5.155
H 2.897 -3.700 3.614
H 3.792 0.268 2.997
H 4.502 1.003 0.743
H 3.776 -0.271 -1.247
H 2.341 -2.254 -0.976
H -0.316 -4.149 0.669
H -1.388 -3.377 -1.371
H -2.527 -1.474 -2.467
C -2.746 4.596 -1.769
C -1.423 5.163 -2.290
H -1.371 5.086 -3.372
H -1.336 6.211 -2.013
H -0.581 4.619 -1.870
H -3.575 5.120 -2.250
H -2.827 4.781 -0.692
H -4.136 1.803 -2.926
H -4.498 3.502 -3.320
```

Computed properties:
* HOMO level: -7.43 eV
* SMILES: CCN(CC)c1cc(C)c2cc(NC(=O)c3ccccc3OC)ccc2n1
* 2S+1: 1
* energy above the lowest of the compared OMol25 structures with the same formula, charge and spin: 125.2 kJ/mol

C22H25N3O4S in the gas phase, computed with ωB97M-V/def2-TZVPD.

```
55
C22H25N3O4S (ωB97M-V/def2-TZVPD)
C 2.842 2.842 -0.590
N 3.398 1.542 -0.918
C 4.174 1.641 -2.141
H 3.517 1.958 -2.950
H 4.998 2.366 -2.055
H 4.595 0.671 -2.396
C 4.215 0.975 0.152
C 4.614 -0.446 -0.176
C 5.823 -0.953 0.282
C 6.165 -2.274 0.054
C 5.299 -3.108 -0.633
C 4.094 -2.610 -1.099
C 3.753 -1.289 -0.870
H 2.829 -0.890 -1.261
H 3.417 -3.253 -1.642
H 5.566 -4.139 -0.810
H 7.110 -2.653 0.413
H 6.503 -0.306 0.819
C 3.474 0.932 1.507
N 2.191 0.290 1.386
C 1.032 0.900 1.704
O 0.972 1.977 2.268
C -0.197 0.150 1.296
C -1.279 0.088 2.170
C -2.460 -0.507 1.767
C -2.553 -1.010 0.484
C -1.490 -0.965 -0.394
C -0.301 -0.386 0.016
H 0.526 -0.305 -0.674
H -1.620 -1.364 -1.387
S -4.123 -1.650 -0.068
O -4.015 -2.057 -1.442
O -4.635 -2.591 0.884
N -5.094 -0.282 0.070
H -6.044 -0.571 0.250
C -4.963 0.665 -1.026
C -3.705 1.450 -0.855
C -3.258 2.226 0.176
C -1.967 2.674 -0.192
C -1.728 2.142 -1.419
O -2.772 1.400 -1.828
H -0.892 2.219 -2.085
H -1.312 3.293 0.386
H -3.783 2.443 1.083
H -5.831 1.330 -1.014
H -4.917 0.141 -1.990
H -3.317 -0.573 2.416
H -1.181 0.523 3.152
H 2.177 -0.599 0.910
H 4.103 0.383 2.218
H 3.297 1.933 1.902
H 5.132 1.577 0.311
H 3.618 3.577 -0.327
H 2.135 2.766 0.231
H 2.303 3.212 -1.461
```

Computed properties:
* HOMO level: -8.51 eV
* SMILES: CN(C)[C@@H](CNC(=O)c1ccc(S(=O)(=O)NCc2ccco2)cc1)c1ccccc1
* 2S+1: 1
* energy above the lowest of the compared OMol25 structures with the same formula, charge and spin: 242.6 kJ/mol

A 2-piece molecular cluster, C22H25N3O6 overall, computed with ωB97M-V/def2-TZVPD.

```
56
C22H25N3O6 (ωB97M-V/def2-TZVPD)
O 1.834 -1.609 -3.873
O 3.041 -0.928 0.274
O 4.175 2.266 3.441
O 0.071 2.137 -1.245
O 3.150 -0.688 2.513
O -5.515 -2.906 -1.096
C 2.340 -0.781 -3.125
C 2.948 -0.222 1.263
C 2.969 2.067 3.425
C -0.461 1.308 -1.979
C -1.305 0.574 4.386
C -1.510 0.841 3.025
C -3.222 -3.145 -1.737
C -3.922 -1.277 -0.327
C -0.051 0.809 4.964
C -0.460 1.329 2.232
C -1.896 -2.675 -1.699
C -2.593 -0.810 -0.290
C -4.237 -2.449 -1.050
C 0.981 1.311 4.172
C 0.795 1.548 2.811
C -1.581 -1.511 -0.974
N 2.268 1.667 4.530
N -1.612 1.626 -2.582
N 1.630 -0.001 -2.312
C 3.838 -0.585 -3.120
C -2.389 0.810 -3.516
C 2.644 1.258 1.012
C 2.070 2.078 2.192
C -0.153 -1.009 -0.975
C 0.174 -0.085 -2.159
H 3.347 -1.631 2.402
H -6.101 -2.396 -0.537
H -2.120 0.194 4.995
H -2.488 0.667 2.587
H -3.473 -4.037 -2.291
H -4.698 -0.739 0.195
H 0.112 0.620 6.020
H -0.616 1.549 1.181
H -1.118 -3.207 -2.232
H -2.351 0.091 0.252
H 2.748 1.312 5.348
H -1.951 2.553 -2.380
H 2.126 0.643 -1.719
H 4.277 -1.220 -3.888
H 4.069 0.457 -3.329
H 4.234 -0.867 -2.146
H -3.268 1.364 -3.847
H -2.722 -0.111 -3.035
H -1.786 0.558 -4.391
H 3.577 1.729 0.691
H 1.939 1.321 0.184
H 1.919 3.112 1.870
H 0.506 -1.878 -1.012
H 0.053 -0.491 -0.039
H -0.235 -0.541 -3.060
```

Computed properties:
* HOMO level: -8.56 eV
* SMILES: CNC(=O)[C@H](Cc1ccc(O)cc1)NC(C)=O.O=C(O)C[C@@H]1C(=O)Nc2ccccc21
* 2S+1: 1
* energy above the lowest of the compared OMol25 structures with the same formula, charge and spin: 0.0 kJ/mol

C22H25N3OS2 in the gas phase, computed with ωB97M-V/def2-TZVPD.

```
53
C22H25N3OS2 (ωB97M-V/def2-TZVPD)
C -2.974 -5.534 -0.788
C -2.882 -4.024 -0.972
H -3.843 -3.585 -1.376
C -2.728 -3.400 0.372
C -2.759 -2.058 0.124
N -3.924 -1.310 0.690
C -3.917 -0.037 0.653
C -2.744 0.831 -0.142
C -1.691 0.017 -0.460
N -1.650 -1.361 -0.233
S -0.213 0.870 -1.004
C 0.805 -0.707 -1.231
C 2.046 -0.994 -0.207
O 1.956 -1.438 0.921
N 3.103 -0.061 -0.476
C 4.247 -0.162 0.499
C 4.592 -0.849 1.668
C 5.818 -0.704 2.186
C 6.987 0.032 1.314
C 6.607 0.526 0.244
C 5.306 0.443 -0.457
C 4.692 1.035 -1.520
H 5.170 2.045 -1.886
H 5.018 0.299 -2.306
C 3.292 1.112 -1.659
C 2.930 2.341 -0.934
H 3.458 2.429 -0.069
H 3.008 3.215 -1.747
H 1.722 2.266 -0.518
H 2.758 0.625 -2.233
H 7.446 1.035 -0.498
H 7.852 -0.081 1.656
H 6.093 -1.037 3.095
H 3.737 -1.267 2.158
H 0.206 -1.706 -0.907
H 1.328 -0.660 -2.111
C -2.932 2.226 -0.235
C -4.200 2.559 0.659
S -5.152 1.189 0.913
C -4.929 4.020 0.599
H -5.741 3.733 1.060
H -4.368 4.598 1.410
H -4.959 4.332 -0.442
C -2.003 3.069 -0.522
H -1.737 3.017 -1.630
H -0.918 3.132 0.080
H -2.289 4.103 -0.509
H -1.680 -3.837 0.816
H -3.539 -3.568 0.994
H -2.394 -3.617 -1.616
H -3.181 -5.929 -1.897
H -3.773 -5.835 -0.241
H -1.875 -5.826 -0.608
```

Computed properties:
* HOMO level: -7.25 eV
* SMILES: CCCc1nc(SCC(=O)N2c3ccccc3C[C@@H]2C)c2c(C)c(C)sc2n1
* 2S+1: 1
* energy above the lowest of the compared OMol25 structures with the same formula, charge and spin: 1639.5 kJ/mol

So what do the calculations give for electronic energy? Going down the list: -55595.55702; -49990.41183; -321330.09636; -31786.13227; -31785.93550; -46714.69841; -39977.53348; -51392.84449 eV.